1.
Density functional theory data (ωB97M-V/def2-TZVPD) for a structure of composition C9H21BeN5O.

**Energy above the lowest of the compared OMol25 structures with the same formula, charge and spin**: 0.000 eV
**Net charge**: +2
**E_HOMO**: -15.575 eV
**Strongest force on any atom**: 0.0672 Eh/bohr
**Calculated total energy**: -718.852442 a.u.
**Spin multiplicity**: 1

CARTESIAN COORDINATES (ANGSTROEM)
Be: -14.31698 1.06104 0.95964
N: -15.83448 0.83649 1.68105
C: -16.00006 1.96439 2.61348
C: -15.30360 3.22929 2.05821
N: -14.22238 2.89872 1.07560
C: -14.35962 3.37932 -0.33562
C: -13.59215 2.44116 -1.29539
N: -13.91735 1.00796 -0.82399
H: -15.91279 -0.02426 2.21462
H: -16.69323 0.88020 1.08563
H: -17.05102 2.15176 2.82422
H: -15.52786 1.76481 3.56173
H: -16.04379 3.92578 1.61449
H: -14.84170 3.75692 2.87602
H: -13.31526 3.32487 1.39576
H: -15.42019 3.35363 -0.61548
H: -14.00904 4.41964 -0.47869
H: -14.00388 2.57097 -2.27645
H: -12.52897 2.62191 -1.18369
H: -14.65812 0.71687 -1.43960
H: -13.09516 0.36981 -0.95894
N: -13.10746 0.45805 1.78269
C: -12.35134 0.01018 2.57471
N: -11.44981 -0.50924 3.35347
C: -11.42209 -0.16233 4.79024
C: -10.00425 -0.00599 5.28931
O: -9.22968 -1.18173 5.03105
C: -9.11904 -1.51101 3.64531
C: -10.52073 -1.57565 2.97884
H: -11.93737 -0.97612 5.35298
H: -12.04922 0.74401 4.89841
H: -9.95479 0.17906 6.37227
H: -9.45566 0.84646 4.84272
H: -8.82676 -2.58856 3.66397
H: -8.39192 -0.87476 3.15805
H: -11.04052 -2.57173 3.31143
H: -10.44546 -1.68367 1.85861

Cartesian forces (eV/Å) of the 6 atoms listed first:
0.41 1.35 -1.47
-1.53 -0.01 -0.70
0.42 1.20 0.41
-0.59 0.78 -0.72
0.94 0.10 -0.07
-0.43 0.14 -0.48

---

2.
Density functional theory data (ωB97M-V/def2-TZVPD) for an isolated molecule of C6H12O.

**Energy above the lowest of the compared OMol25 structures with the same formula, charge and spin**: 1.300 eV
**Net charge**: 0
**E_HOMO**: -10.089 eV
**Strongest force on any atom**: 0.0130 Eh/bohr
**Calculated total energy**: -311.011481 a.u.
**Spin multiplicity**: 1

CARTESIAN COORDINATES (ANGSTROEM)
C: 2.33102 0.12315 -0.19342
C: 1.02274 -0.33802 0.42600
O: 1.10568 -0.58084 1.82184
C: 0.01488 0.73951 0.16935
C: -0.61780 0.88452 -1.16986
C: -1.44346 0.44944 0.05826
C: -1.96828 -0.97543 0.06461
H: 2.01627 0.71394 -1.06238
H: 2.96354 -0.68908 -0.55580
H: 2.89990 0.74981 0.50038
H: 0.70607 -1.25546 -0.09388
H: 0.18691 -0.55669 2.12976
H: 0.24390 1.69407 0.64347
H: -0.42382 0.09326 -1.89988
H: -0.62218 1.86730 -1.64085
H: -2.07491 1.12941 0.63390
H: -1.37683 -1.61325 -0.59817
H: -3.00209 -0.99405 -0.29331
H: -1.96152 -1.44161 1.05999

Cartesian forces (eV/Å) of the 6 atoms listed first:
0.13 -0.03 -0.03
-0.06 0.08 -0.47
-0.04 -0.06 0.09
0.05 0.05 0.15
-0.35 0.01 -0.06
-0.16 0.00 -0.08

---

3.
Density functional theory data (ωB97M-V/def2-TZVPD) for a cluster of 2 separate species, C17H19F3N in total.

**Energy above the lowest of the compared OMol25 structures with the same formula, charge and spin**: 1.386 eV
**Net charge**: +1
**E_HOMO**: -11.036 eV
**Strongest force on any atom**: 0.0233 Eh/bohr
**Calculated total energy**: -1013.262686 a.u.
**Spin multiplicity**: 1

CARTESIAN COORDINATES (ANGSTROEM)
C: -3.37721 0.12134 -1.04040
N: -2.95846 1.53049 -1.02702
C: -3.38230 2.20117 -2.26305
C: -3.38667 2.22170 0.21276
H: -2.99549 -0.39049 -0.15833
H: -4.46433 0.04279 -1.04742
H: -2.98473 -0.38046 -1.92365
H: -3.01283 3.22510 -2.27779
H: -2.98345 1.68111 -3.13253
H: -4.46930 2.22212 -2.33689
H: -3.00826 3.24217 0.22265
H: -4.47348 2.25263 0.28015
H: -2.99836 1.70344 1.08756
F: 1.59220 -3.12411 5.13751
C: 1.32618 -1.80193 5.15412
F: 0.14122 -1.57010 5.75709
F: 2.31286 -1.13708 5.78965
C: 1.25570 -1.29663 3.72244
C: 0.34853 -0.31297 3.37515
C: 0.28529 0.14862 2.08558
C: 1.14618 -0.34975 1.08222
C: 0.97844 0.13696 -0.23981
C: 1.60821 -0.19435 -1.46890
C: 1.30905 0.59654 -2.60396
C: 1.93535 0.39120 -3.80841
C: 2.88321 -0.60514 -3.93679
C: 3.15950 -1.43299 -2.86366
C: 2.51581 -1.25660 -1.66177
C: 2.11539 -1.29398 1.48716
C: 2.13871 -1.77112 2.77337
H: -0.30068 0.07405 4.14375
H: -0.43133 0.91229 1.83183
H: 0.23284 0.90803 -0.33107
H: 0.57581 1.37781 -2.51173
H: 1.68884 1.01294 -4.65551
H: 3.39670 -0.74156 -4.87419
H: 3.88174 -2.22394 -2.97688
H: 2.65961 -1.99399 -0.89645
H: 2.89428 -1.59900 0.81997
H: 2.84521 -2.52635 3.07324

Cartesian forces (eV/Å) of the 6 atoms listed first:
0.18 0.77 0.13
0.64 -0.23 0.22
0.12 -0.05 0.81
0.14 -0.36 -1.14
-0.01 -0.02 0.09
-0.33 -0.20 0.00

---

4.
Density functional theory data (ωB97M-V/def2-TZVPD) for a cluster of 2 separate species, BrH3N2 in total.

**Energy above the lowest of the compared OMol25 structures with the same formula, charge and spin**: 1.755 eV
**Net charge**: 0
**E_HOMO (alpha / beta)**: -6.791 / -9.548 eV
**Strongest force on any atom**: 0.1389 Eh/bohr
**Calculated total energy**: -2685.104309 a.u.
**Spin multiplicity**: 3

CARTESIAN COORDINATES (ANGSTROEM)
N: -0.76688 0.14636 0.31863
N: 0.22335 -0.69968 0.06544
Br: 2.11808 0.16343 0.00502
H: -0.74340 0.47927 1.28018
H: -0.97656 0.89656 -0.33833
H: 0.14540 -0.98594 -1.33093

Forces on the atoms, in the same order (eV/Å):
-0.61 0.16 1.19
-3.13 -1.58 -6.22
3.67 1.31 0.52
0.16 0.01 -0.19
-0.03 -0.44 -0.26
-0.05 0.54 4.97

---

5.
Density functional theory data (ωB97M-V/def2-TZVPD) for a cluster of 5 separate species, C8H25IN5O4 in total.

**Energy above the lowest of the compared OMol25 structures with the same formula, charge and spin**: 0.000 eV
**Net charge**: -1
**E_HOMO**: -5.621 eV
**Strongest force on any atom**: 0.0468 Eh/bohr
**Calculated total energy**: -1192.427283 a.u.
**Spin multiplicity**: 1

CARTESIAN COORDINATES (ANGSTROEM)
I: 1.45294 -0.13682 0.97933
C: -1.07829 3.09886 1.55213
C: -1.62095 2.36380 2.75952
C: -2.43852 1.13375 2.41048
O: -3.62475 1.49568 1.67448
C: -4.51106 0.43328 1.46685
N: -0.46695 1.95415 3.60453
H: -0.25396 2.58337 1.06791
H: -0.82687 4.10100 1.91629
H: -1.85462 3.35297 0.82285
H: -2.17959 3.04059 3.41337
H: -2.89278 0.72592 3.32748
H: -1.84674 0.41665 1.83208
H: -4.16403 -0.29243 0.72476
H: -5.46058 0.89571 1.19778
H: -4.69179 -0.11700 2.40401
H: 0.14238 1.38933 2.99737
H: -0.82145 1.18578 4.18476
C: -1.44531 1.04681 -2.32222
C: -1.94860 -0.29367 -1.82055
O: -0.89998 -1.26697 -1.91632
H: -2.26998 1.74657 -2.49911
H: -0.83269 1.01269 -3.22042
H: -0.81568 1.50055 -1.54895
H: -2.88178 -0.53165 -2.34256
H: -2.28072 -0.25243 -0.77584
H: -0.32396 -1.02946 -1.17550
C: 3.50559 0.41860 -2.87033
O: 4.31646 0.56009 -3.81011
N: 2.20227 0.13806 -3.09002
N: 3.88092 0.51801 -1.57802
H: 1.61775 -0.21963 -2.35016
H: 1.90202 -0.08020 -4.02114
H: 4.86352 0.50956 -1.38845
H: 3.17253 0.42555 -0.85319
C: 3.41245 -4.30898 -0.35807
O: 4.08738 -5.15374 -0.95953
N: 2.52425 -4.68197 0.61120
N: 3.59314 -2.97404 -0.55316
H: 2.55116 -5.63941 0.89300
H: 1.89089 -4.01588 1.01578
H: 4.27228 -2.80706 -1.27414
H: 3.04371 -2.24602 -0.12816

Cartesian forces (eV/Å) of the 6 atoms listed first:
-0.23 -0.26 -0.13
-0.92 1.26 0.14
0.71 -0.41 0.32
-1.63 0.40 -0.09
0.63 0.43 -0.35
-0.15 0.11 0.64

---

6.
Density functional theory data (ωB97M-V/def2-TZVPD) for a cluster of 11 separate species, CH23O11 in total.

**Energy above the lowest of the compared OMol25 structures with the same formula, charge and spin**: 1.377 eV
**Net charge**: -1
**E_HOMO**: -5.931 eV
**Strongest force on any atom**: 0.0841 Eh/bohr
**Calculated total energy**: -879.566031 a.u.
**Spin multiplicity**: 1

CARTESIAN COORDINATES (ANGSTROEM)
C: -15.70725 16.35102 2.98540
O: -14.72158 15.51156 3.53710
H: -15.67251 17.37002 3.20561
H: -16.65307 16.07522 3.48502
H: -15.82467 16.02815 1.89808
O: -12.95605 13.64815 4.56972
H: -13.56536 14.28998 4.18189
H: -12.19343 14.15777 4.89283
O: -13.34756 18.59196 1.74737
H: -14.21230 18.62292 1.43777
H: -13.08835 17.69987 1.60395
O: -16.50023 15.10328 5.96815
H: -16.01450 14.31095 6.20404
H: -16.09435 15.41747 5.18179
O: -13.16164 17.28545 4.91002
H: -13.73416 17.45910 5.65802
H: -13.66478 16.65121 4.49508
O: -16.52354 14.13985 -0.12493
H: -16.81586 13.22980 -0.36819
H: -15.86134 14.12034 0.55138
O: -14.67647 13.65639 1.71426
H: -14.52478 12.91143 2.28960
H: -14.71464 14.40184 2.34570
O: -17.43279 13.78606 2.66027
H: -17.03284 14.66636 2.69379
H: -16.82479 13.19137 3.14741
O: -12.77271 15.88157 1.47552
H: -13.05544 15.86398 0.55223
H: -13.57130 15.78346 1.99418
O: -14.07221 15.35822 -0.79254
H: -15.06188 15.25575 -0.76921
H: -13.65987 14.50425 -0.84393
O: -15.82839 17.97480 0.01366
H: -16.50505 17.66049 -0.56682
H: -16.15685 17.71772 0.87527

Cartesian forces (eV/Å) of the 6 atoms listed first:
-0.63 -3.81 -0.10
-0.16 0.85 -0.24
0.90 2.07 -0.23
-0.51 0.23 -0.31
-0.14 1.24 0.70
0.61 -0.37 0.47

---

7.
Density functional theory data (ωB97M-V/def2-TZVPD) for the ion C5H2N with charge +1.

**Energy above the lowest of the compared OMol25 structures with the same formula, charge and spin**: 2.076 eV
**Net charge**: +1
**E_HOMO (alpha / beta)**: -16.800 / -16.799 eV
**Strongest force on any atom**: 0.1546 Eh/bohr
**Calculated total energy**: -245.877634 a.u.
**Spin multiplicity**: 1

CARTESIAN COORDINATES (ANGSTROEM)
C: -2.90812 0.71011 -0.01652
C: -1.69765 1.29253 -0.00356
C: -2.91496 -0.56197 -0.00879
C: -0.53323 0.69791 -0.02446
C: -0.55535 -0.75786 -0.05424
N: -1.60564 -1.40252 0.06410
H: 0.29553 1.16280 0.30066
H: 0.44134 -1.39238 0.05898

Cartesian forces (eV/Å) of the 6 atoms listed first:
0.12 -0.05 0.65
-2.96 -3.02 -0.86
6.86 0.36 -0.22
-0.81 0.21 0.03
3.32 0.68 0.60
-7.83 -1.32 -0.21

---

8.
Density functional theory data (ωB97M-V/def2-TZVPD) for an isolated molecule of CH4N2S.

**Energy above the lowest of the compared OMol25 structures with the same formula, charge and spin**: 2.401 eV
**Net charge**: 0
**E_HOMO**: -8.355 eV
**Strongest force on any atom**: 0.0771 Eh/bohr
**Calculated total energy**: -548.123632 a.u.
**Spin multiplicity**: 1

CARTESIAN COORDINATES (ANGSTROEM)
C: 0.74387 0.44549 -0.07021
N: -1.48730 -0.13222 -0.13877
N: -0.07966 -0.53262 -0.12566
S: 2.39204 -0.05046 -0.08164
H: 0.33683 1.52600 -0.01583
H: -1.78806 0.80228 -0.07817
H: -1.91465 -0.85369 0.39696
H: 1.79694 -1.20479 0.11333

Cartesian forces (eV/Å) of the 6 atoms listed first:
-2.17 1.18 -0.24
2.43 -3.00 -0.89
-2.31 2.48 0.24
1.02 0.87 0.07
1.19 -1.61 -0.13
0.09 1.21 0.59